A structure of composition C28H49NO2P2Y. Source: the OMol25 dataset; level of theory: ωB97M-V/def2-TZVPD.

Output
**Highest occupied orbital energy**: -10.1 eV
**E_tot**: -2022.3501 a.u.
**F_max**: 6.4 eV/A
**Frontier orbital gap**: 5.010 eV
**Total charge**: +1

Cartesian coordinates (Å):
Y: -0.2692 0.1123 -0.7960
C: -2.0947 1.7491 0.2513
C: -2.6315 0.9205 -0.7962
C: -2.2991 -0.4008 1.0776
C: -1.8950 0.9236 1.4015
C: -2.7107 -0.4237 -0.2927
C: -2.0329 3.2333 0.2061
H: -1.6764 3.6068 -0.7646
H: -1.3789 3.6441 0.9842
H: -3.0357 3.6679 0.3638
C: -1.5598 1.3727 2.7688
H: -1.3012 2.4351 2.8095
H: -0.7029 0.7908 3.1386
H: -2.3941 1.1980 3.4695
C: -2.5274 -1.5104 2.0231
H: -3.6031 -1.6510 2.2319
H: -2.0133 -1.3544 2.9755
H: -2.1429 -2.4588 1.6283
C: -3.2516 -1.6039 -1.0119
H: -4.3528 -1.5707 -1.0276
H: -2.9502 -2.5447 -0.5336
H: -2.9108 -1.6416 -2.0559
C: -3.1459 1.4028 -2.0987
H: -4.1860 1.7520 -2.0028
H: -3.1421 0.6117 -2.8555
H: -2.5606 2.2460 -2.4892
C: 1.3079 0.5217 -2.4822
C: 0.2184 1.3661 -2.6753
C: -0.3334 1.6360 -4.0436
C: -1.2146 0.5215 -4.6779
C: -1.3100 -0.7606 -3.8887
C: -0.2433 -1.5762 -3.6987
C: 1.1016 -1.2872 -4.3258
C: 1.9578 -0.2037 -3.6235
H: 0.5068 1.8443 -4.7266
H: -0.8322 0.3283 -5.6995
H: -0.9415 2.5545 -3.9934
H: 2.2493 0.5423 -4.3804
H: 1.9512 0.6406 -1.5884
H: -0.0122 2.1522 -1.9231
H: 2.8891 -0.6746 -3.2684
H: 1.6722 -2.2311 -4.3557
H: -0.3824 -2.6020 -3.3448
H: 0.9831 -0.9929 -5.3861
H: -2.2365 0.9140 -4.8224
H: -2.3261 -1.1442 -3.7557
P: 1.5577 2.2281 0.6827
C: 1.3728 3.2063 2.2182
H: 2.2701 3.8131 2.3953
H: 1.2634 2.5384 3.0787
H: 0.5098 3.8769 2.1643
C: 3.2567 1.6037 0.9562
H: 3.9284 2.4267 1.2363
H: 3.6334 1.1246 0.0447
H: 3.2394 0.8758 1.7780
C: 1.8820 3.6269 -0.4737
H: 2.1900 3.2483 -1.4556
H: 2.6654 4.2887 -0.0792
H: 0.9618 4.2108 -0.6104
P: 0.8774 -2.4450 -0.0763
C: -0.2642 -3.7169 -0.7365
H: 0.2911 -4.6188 -1.0263
H: -0.7957 -3.3278 -1.6141
H: -1.0097 -3.9683 0.0302
C: 2.3528 -2.6445 -1.1440
H: 2.0969 -2.5024 -2.2020
H: 2.7773 -3.6463 -0.9972
H: 3.1013 -1.8888 -0.8686
C: 1.4403 -3.2626 1.4472
H: 1.9919 -4.1860 1.2203
H: 0.5897 -3.4874 2.1019
H: 2.0893 -2.5810 2.0068
O: 2.4924 0.8858 3.9968
C: 1.7646 -0.0104 4.4224
C: 1.8434 -0.4976 5.8722
C: 0.8933 -1.6670 5.9121
C: 0.2997 -1.6966 4.4986
O: -0.5124 -2.5515 4.1496
N: 0.8032 -0.6874 3.7113
H: 2.8704 -0.7897 6.1126
H: 1.5306 0.3091 6.5472
H: 1.4186 -2.6103 6.1088
H: 0.0905 -1.5328 6.6470